Entry from OMol25: a cluster of 2 separate species, C3H7O in total in a non-equilibrium geometry (ωB97M-V/def2-TZVPD).

```
! RIJCOSX wB97M-V def2-TZVPD def2/J DEFGRID3
* xyz -1 1
C -0.1324 0.5187 -1.6120
O 0.7471 0.8780 -0.7177
C -1.3048 1.2426 -2.1041
C 0.7097 -1.0812 2.3347
H 0.0855 -0.2853 -2.4000
H -1.6892 2.1293 -1.5859
H -1.6228 0.9652 -3.1209
H 0.7950 -1.5579 3.4042
H 0.0075 -0.3981 2.1405
H 1.6732 -0.5575 2.0908
H 0.7314 -1.8538 1.5704
*
```

Computed properties:
- energy above the lowest of the compared OMol25 structures with the same formula, charge and spin (kcal/mol) = 20.5
- highest occupied orbital energy (eV) = -1.989
- orbital gap (eV) = 6.09
- electronic energy (hartree) = -193.6983
- maximum force (eV/Å) = 5.77

Entry from OMol25: the ion C5H8N with charge +1 in a non-equilibrium geometry (ωB97M-V/def2-TZVPD).

```
! RIJCOSX wB97M-V def2-TZVPD def2/J DEFGRID3
* xyz 1 1
C 0.0886 -0.6239 -0.6522
C 0.1322 -0.1780 0.7554
C -0.6087 0.7722 -2.5759
C -0.0496 1.1545 0.8443
C 0.4402 -1.1070 1.9245
N -0.0834 0.1387 -1.6381
H 0.4257 -1.6449 -1.0092
H -1.5995 0.6407 -2.7637
H 0.0602 1.5325 -3.0210
H -0.5153 1.7395 -0.0344
H 0.2567 1.6358 1.7475
H 1.2069 -0.7481 2.4709
H 0.6473 -2.1467 1.5147
H -0.4011 -1.1653 2.4373
*
```

Computed properties:
- energy above the lowest of the compared OMol25 structures with the same formula, charge and spin (kcal/mol) = 72.3
- highest occupied orbital energy (eV) = -14.596
- orbital gap (eV) = 9.28
- electronic energy (hartree) = -249.7099
- SMILES string = C=[N+]=CC(=C)C
- maximum force (eV/Å) = 6.20

Entry from OMol25: a structure of composition Cl2H2NO3P in a non-equilibrium geometry (ωB97M-V/def2-TZVPD).

```
! RIJCOSX wB97M-V def2-TZVPD def2/J DEFGRID3
* xyz 0 1
N -0.0941 -0.0929 1.4671
O -1.3821 -0.3914 -0.8453
O 1.2360 -1.1127 -0.6855
O 0.3797 1.3752 -0.5552
P -0.1667 -0.0856 -0.2068
Cl 0.6766 -2.6473 -0.9694
Cl -0.2440 2.1944 -1.9201
H 0.6601 0.4953 1.8104
H -1.0655 0.2651 1.9047
*
```

Computed properties:
- energy above the lowest of the compared OMol25 structures with the same formula, charge and spin (kcal/mol) = 2.9
- highest occupied orbital energy (eV) = -10.555
- orbital gap (eV) = 9.55
- electronic energy (hartree) = -1543.3710
- maximum force (eV/Å) = 4.62

Entry from OMol25: a structure of composition C4H12FeO8P in a non-equilibrium geometry (ωB97M-V/def2-TZVPD).

```
! RIJCOSX wB97M-V def2-TZVPD def2/J DEFGRID3
* xyz 0 6
Fe 0.0286 0.5281 -0.0693
P 0.1101 2.9850 -0.9366
O 0.4344 4.2941 -0.1831
O -1.0401 2.1764 -0.3607
O 1.2317 2.1370 -0.2812
O 0.2355 2.9936 -2.4735
C -1.0410 -1.1537 -2.2359
C -2.1677 -0.9298 -1.2182
O -1.5322 -0.8569 0.0303
O -0.0401 -0.1878 -2.0062
H -1.4927 -1.0650 -3.2240
H -0.5940 -2.1396 -2.1086
H -2.8199 -1.8031 -1.2265
H -2.6716 0.0136 -1.4286
H -1.9143 -1.5420 0.5836
H 0.3110 0.0023 -2.8792
C 1.1267 -0.0386 2.6868
C 1.8162 -1.0704 1.7533
O 1.6381 -0.8933 0.3335
O 0.0534 0.6438 2.0750
H 1.8581 0.6986 3.0182
H 0.6983 -0.5641 3.5402
H 1.4058 -2.0704 1.8941
H 2.8441 -1.3599 1.9713
H 2.0260 -1.6696 -0.0768
H -0.5045 0.8719 2.8222
*
```

Computed properties:
- expectation value of S² = 8.77
- highest occupied orbital energy (spin up / spin down) (eV) = -6.515 / -6.229
- orbital gap (spin up / spin down) (eV) = 5.47 / 5.16
- electronic energy (hartree) = -2366.5416
- maximum force (eV/Å) = 7.91